Record 1
Computed, not measured: 3 unconnected molecules or ions with the total composition C31H71BN4O8, with the ωB97M-V functional and the def2-TZVPD basis.

The geometry in XYZ format:
```
115
C31H71BN4O8 | OMol25 | the ωB97M-V functional and the def2-TZVPD basis
H -6.64168 2.69861 2.49600
N -7.34501 1.96428 2.45796
C -6.80634 0.83291 2.63369
C -7.62894 -0.43005 2.61660
N -8.32161 -0.72909 1.36224
C -7.53410 -1.46324 0.36102
C -6.30229 -0.70846 -0.16128
C -6.59308 0.63787 -0.79861
C -5.50832 1.06578 -1.82743
C -4.50807 2.08075 -1.25321
C -3.02662 1.92511 -1.67339
C -2.77146 1.22836 -3.01278
C -2.51034 -0.27180 -2.91866
C -1.15973 -0.59737 -2.28706
C -1.08598 -1.99620 -1.69020
C 0.11329 -2.17482 -0.73965
C -0.21861 -2.67380 0.64895
C -0.82292 -1.61931 1.58240
O -1.50732 -0.58016 0.89483
C -2.89701 -0.78581 0.76229
C -7.09857 -2.81894 0.92536
O -7.33790 -3.83197 -0.04988
C -6.47023 -4.94452 0.06572
B -8.50820 -1.84499 -0.87597
O -8.02378 -1.91330 -2.17673
O -9.81987 -2.02764 -0.62603
C -10.63682 -2.62939 -1.62802
H -5.72997 0.72989 2.80564
H -8.38301 -0.31496 3.39780
H -6.99262 -1.25797 2.92037
H -8.63230 0.14982 0.96527
H -5.76986 -1.36201 -0.85401
H -5.61887 -0.56341 0.68616
H -6.64339 1.41620 -0.04184
H -7.55670 0.63465 -1.30826
H -5.00319 0.16920 -2.16533
H -6.02418 1.53098 -2.66235
H -4.82962 3.08154 -1.53622
H -4.54651 2.06058 -0.16302
H -2.60865 2.92956 -1.74075
H -2.45437 1.43615 -0.88299
H -3.56662 1.43997 -3.72451
H -1.85809 1.65663 -3.43259
H -3.28798 -0.78725 -2.35117
H -2.53978 -0.68131 -3.92930
H -0.89208 0.13631 -1.52945
H -0.40745 -0.56080 -3.07791
H -0.99786 -2.71277 -2.50594
H -2.01241 -2.23638 -1.16639
H 0.80043 -2.89385 -1.18544
H 0.65576 -1.23094 -0.68698
H 0.71369 -3.00283 1.10925
H -0.87446 -3.54437 0.62861
H -0.03986 -1.15046 2.17909
H -1.49679 -2.10476 2.29126
H -3.24875 -0.28880 -0.14239
H -3.14441 -1.84413 0.66682
H -3.43491 -0.35869 1.61246
H -7.67688 -3.03556 1.82625
H -6.03720 -2.81119 1.19092
H -6.90998 -5.77885 -0.46934
H -6.35023 -5.23863 1.10952
H -5.48643 -4.70554 -0.34241
H -7.29579 -2.53822 -2.19894
H -11.48903 -3.07820 -1.12576
H -11.00347 -1.87519 -2.31853
H -10.10589 -3.40775 -2.16617
C 4.74745 3.38248 1.02950
O 3.61467 3.20502 1.85409
C 2.46341 2.70059 1.19191
C 2.21153 1.25495 1.55943
N 3.21694 0.37548 0.97307
C 3.18962 -0.99734 1.46348
C 3.46895 -1.25340 2.93939
O 4.80664 -1.01979 3.32979
C 5.14450 0.32687 3.60437
H 5.47555 3.95221 1.60516
H 5.20090 2.42603 0.75032
H 4.50629 3.94522 0.12202
H 2.55543 2.80968 0.10695
H 1.61284 3.30368 1.52087
H 1.22800 0.95893 1.17810
H 2.17515 1.19823 2.65632
H 4.14053 0.75864 1.12686
H 3.92670 -1.56438 0.88909
H 2.20961 -1.41957 1.21982
H 3.29498 -2.31750 3.12234
H 2.77812 -0.70598 3.59370
H 4.30092 0.87654 4.03091
H 5.50323 0.84708 2.71119
H 5.95711 0.31616 4.33095
C 10.76982 0.45644 -3.27360
O 11.30345 0.62708 -1.97670
C 11.71681 1.95149 -1.66936
C 10.81176 2.59055 -0.63956
N 9.48914 2.85974 -1.18618
C 8.48763 3.26549 -0.20595
C 8.12906 2.29858 0.91612
O 7.42799 1.14308 0.49796
C 8.22334 0.07445 0.01893
H 10.68118 -0.61419 -3.44857
H 9.77690 0.90782 -3.37926
H 11.43051 0.88131 -4.03502
H 11.76463 2.56138 -2.57637
H 12.72555 1.88837 -1.25225
H 11.25894 3.53627 -0.31840
H 10.78373 1.92197 0.23182
H 9.15802 2.03523 -1.66955
H 7.56826 3.48340 -0.75611
H 8.81506 4.20705 0.24766
H 7.44362 2.82240 1.58435
H 8.99860 2.02120 1.52442
H 9.18319 0.02213 0.53886
H 8.40004 0.14799 -1.05782
H 7.67486 -0.84852 0.20527
```

The SMILES is [H]/N=C/CN[C@@](CCCCCCCCCCCCOC)(COC)B(O)OC.COCCNCCOC.COCCNCCOC. The HOMO-LUMO gap is 9.03 eV. As for the molar mass: 638.7 g mol⁻¹.

=====

Record 2
Computed, not measured: a molecular structure, F4N6O20S4Sr at a distorted geometry, with the ωB97M-V functional and the def2-TZVPD basis.

The geometry in XYZ format:
```
35
F4N6O20S4Sr | OMol25 | the ωB97M-V functional and the def2-TZVPD basis
Sr 14.98821 16.58588 6.94988
N 14.90016 18.40649 7.06386
S 14.20347 19.43710 7.96389
O 13.71093 20.65721 7.36068
O 14.56814 19.38331 9.42670
F 12.88683 18.59232 7.95159
S 16.14435 19.43195 6.61433
O 16.88672 20.17303 7.64434
O 16.05506 20.07346 5.30729
F 17.21660 18.29113 6.22741
N 16.56248 16.34689 7.77528
S 18.26647 16.09001 7.67092
O 18.87417 14.89167 8.27150
O 19.06283 17.32276 7.61297
F 18.23829 15.66342 6.06454
S 16.72664 16.96412 9.16530
O 17.06122 18.37826 9.29107
O 16.97310 16.00861 10.23570
F 15.16110 17.23016 9.40689
N 16.20198 14.33309 5.32627
O 15.76219 13.37199 5.95712
O 17.04905 14.19392 4.49568
O 15.84991 15.51943 5.66842
N 12.77469 16.56187 9.22210
O 13.22529 17.28941 10.07741
O 11.79991 15.85090 9.47615
O 13.21177 16.60710 8.08170
N 13.50927 16.88471 4.91078
O 14.66866 17.31538 5.01193
O 12.83684 17.07441 3.84510
O 13.06954 16.32850 5.89591
N 14.56334 14.17221 8.48519
O 14.73709 14.65359 9.53264
O 14.46954 14.88309 7.49157
O 14.33070 12.95893 8.35119
```

The HOMO-LUMO gap is 5.38 eV. As for the molar mass: 695.9 g mol⁻¹. The total charge is -4.

=====

Record 3
Computed, not measured: a single C3H7N3 molecule at a distorted geometry, with the ωB97M-V functional and the def2-TZVPD basis.

The geometry in XYZ format:
```
13
C3H7N3 | OMol25 | the ωB97M-V functional and the def2-TZVPD basis
C 0.36924 2.33360 -1.36344
N 0.24362 1.01065 -1.13602
N 1.06645 0.54804 -0.10381
C 0.61172 -0.46091 0.53890
C -0.86630 -0.89303 0.56185
N -0.94438 -2.17329 1.24095
H -0.29278 2.80843 -2.00738
H 1.07691 2.97712 -0.78026
H 1.24783 -0.87095 1.32346
H -1.45412 -0.22478 1.23000
H -1.25928 -0.82364 -0.51139
H -0.69722 -3.02262 0.64916
H -1.86919 -2.41936 1.66479
```

The SMILES is C=N/N=C\CN. The HOMO-LUMO gap is 9.43 eV. As for the molar mass: 85.1 g mol⁻¹.

=====

Record 4
Computed, not measured: a single C18H18Cl3FN2O molecule at a distorted geometry, with the ωB97M-V functional and the def2-TZVPD basis.

The geometry in XYZ format:
```
43
C18H18Cl3FN2O | OMol25 | the ωB97M-V functional and the def2-TZVPD basis
C 5.18842 -0.99347 -0.65520
C 3.82766 -1.12586 -0.07984
C 3.10554 -2.30669 -0.27962
C 1.82294 -2.40996 0.20936
C 1.18776 -1.39345 0.93279
C -0.21731 -1.51383 1.47956
N -1.10210 -2.15436 0.48307
C -1.58813 -1.45305 -0.59383
O -2.70667 -1.76564 -0.93465
N -0.97073 -0.41096 -1.23738
C -1.74509 0.64633 -1.87313
C -0.97744 1.22849 -3.07675
C -2.17797 1.68410 -0.86926
C -3.31877 1.45958 -0.11511
C -3.75195 2.40044 0.82946
C -3.02629 3.56202 1.08000
C -1.87963 3.83950 0.31212
C -1.46087 2.89391 -0.65833
C -0.16906 -2.30550 2.78809
Cl 1.04072 -1.65618 3.93958
Cl 0.16628 -4.07514 2.57656
Cl -1.80516 -2.08395 3.55685
C 1.91113 -0.18234 1.11352
C 3.21449 -0.05106 0.61492
F 3.95003 1.09046 0.83083
H 5.81568 -0.51871 0.08769
H 5.19404 -0.35479 -1.55811
H 5.54967 -1.99952 -0.93237
H 3.52286 -3.13012 -0.84626
H 1.29976 -3.32665 0.04544
H -0.66383 -0.52705 1.73107
H -1.76490 -2.85171 0.77025
H -0.08390 -0.14073 -0.81621
H -2.67019 0.25616 -2.31622
H 0.07418 1.51715 -2.79088
H -0.90853 0.45361 -3.84282
H -1.50700 2.07882 -3.51312
H -3.90937 0.60334 -0.29706
H -4.70465 2.23848 1.29475
H -3.39872 4.26565 1.80176
H -1.28024 4.73239 0.43549
H -0.57342 3.13094 -1.25062
H 1.49080 0.64935 1.62361
```

The SMILES is Cc1ccc([C@@H](NC(=O)N[C@H](C)c2ccccc2)C(Cl)(Cl)Cl)cc1F. The HOMO-LUMO gap is 9.51 eV. As for the molar mass: 403.7 g mol⁻¹.

=====

Which formula does entry 4 have?
C18H18Cl3FN2O

=====

Which of these has the highest HOMO-LUMO gap?
C18H18Cl3FN2O

=====

Which value of HOMO-LUMO gap does entry 2 give?
5.38 eV

=====

Which value of HOMO-LUMO gap does entry 2 give?
5.38 eV